Entry 1:
Entry from OMol25: a structure of composition C14H34BeF6N3O9P at a distorted geometry (ωB97M-V/def2-TZVPD).

total charge: -2
2S+1: 1
LUMO level: 3.535 eV
max |F|: 6.7 eV Å⁻¹
frontier orbital gap: 2.66 eV

Each line ends with the Löwdin charge.
Cartesian coordinates (Å):
H (7.82709, -7.95059, -26.28634)  0.066
F (5.03905, -5.41041, -33.94584)  -0.172
H (9.91656, -8.70929, -29.39335)  0.108
H (2.13916, -5.10161, -30.39039)  0.092
O (4.76344, -3.55309, -31.59496)  -0.084
C (3.38485, -8.09487, -30.99334)  -0.127
H (6.41947, -8.63383, -25.74512)  0.071
N (8.17551, -6.00681, -30.42033)  0.056
F (7.29190, -5.29154, -33.47151)  -0.147
H (8.72708, -5.62054, -29.66756)  0.072
H (1.28778, -6.55253, -31.01597)  0.076
P (6.33003, -6.45864, -33.96442)  0.155
O (3.01656, -2.42414, -29.24568)  -0.023
C (4.26742, -9.23019, -28.76773)  -0.078
H (8.95055, -10.86871, -29.14310)  0.086
O (5.04319, -4.73433, -25.25656)  -0.232
H (8.95283, -7.69178, -28.52257)  0.107
C (4.52623, -8.86336, -30.22217)  -0.347
H (7.25040, -10.99153, -28.89295)  0.089
C (6.75987, -7.93295, -26.50736)  -0.053
H (6.89209, -5.49824, -24.69998)  0.119
H (4.10456, -3.11306, -24.46467)  0.085
H (1.71579, -6.48651, -29.35359)  0.079
H (6.26436, -8.15418, -31.07598)  0.057
Be (5.53302, -5.52008, -30.09478)  0.929
F (7.65620, -7.36892, -33.95294)  -0.175
C (10.35622, -6.94392, -31.31333)  -0.050
O (5.59437, -1.57552, -31.42438)  -0.135
C (2.06347, -6.18793, -30.34256)  -0.078
H (8.38880, -7.77683, -31.54734)  0.113
O (6.65458, -3.29624, -30.64352)  -0.129
C (8.89732, -7.24702, -30.74185)  -0.350
F (6.61881, -6.11129, -35.52417)  -0.176
H (4.95583, -6.75008, -26.68458)  0.125
H (4.25807, -4.51411, -23.33563)  0.084
C (6.00535, -6.55098, -26.46787)  -0.386
H (10.16715, -6.42359, -32.25227)  0.074
H (5.08419, -9.84699, -28.39285)  0.059
H (2.41319, -8.53786, -30.77482)  0.104
O (3.41294, -6.64939, -30.65958)  -0.211
N (6.58267, -5.66325, -27.44306)  0.075
C (5.73950, -2.82278, -31.33195)  -1.090
H (6.42628, -4.74555, -27.05130)  0.079
H (4.02550, -8.37378, -28.13834)  0.075
H (6.52922, -8.52222, -29.63737)  -0.004
F (6.10708, -6.76967, -32.43446)  -0.179
C (4.74346, -3.92270, -24.11198)  -0.066
H (6.58177, -8.38717, -27.48207)  0.032
C (8.95175, -8.20984, -29.48158)  -0.169
N (5.80489, -8.07404, -30.18012)  0.074
H (5.52912, -6.53032, -24.34458)  0.113
H (4.65109, -9.86786, -30.62651)  0.125
H (10.84838, -7.90062, -31.48826)  0.060
H (8.17801, -5.36257, -31.19817)  0.057
O (3.86938, -4.35892, -28.57392)  -0.083
H (7.56764, -5.68118, -27.22033)  0.072
H (11.03107, -6.28535, -30.76656)  0.064
H (8.24746, -10.05346, -27.67995)  0.080
H (3.91104, -3.72426, -26.75872)  0.037
C (5.92444, -5.82783, -25.07830)  -0.195
H (5.71249, -3.47164, -23.89835)  0.088
O (7.92218, -9.16440, -29.54456)  -0.259
F (5.30052, -7.70034, -34.38306)  -0.203
C (3.42456, -3.22188, -28.33401)  -0.786
H (3.36334, -9.80146, -28.55705)  0.070
C (8.10044, -10.33053, -28.72385)  -0.065
H (3.46837, -8.30121, -32.06036)  0.114
O (3.63298, -2.84690, -27.03169)  0.032

---

Entry 2:
Entry from OMol25: an isolated molecule of C15H22N2O4 at a distorted geometry (ωB97M-V/def2-TZVPD).

total charge: 0
2S+1: 1
LUMO level: 0.761 eV
relative energy (zero: lowest compared OMol25 entry of this formula, charge and spin): 255.4 kJ/mol
SMILES string: O=C(N1CCOCC1)N(Cc1ccco1)C[C@@H]1CCCO1
max |F|: 1.0 eV Å⁻¹
frontier orbital gap: 9.29 eV

Each line ends with the Löwdin charge.
Cartesian coordinates (Å):
C (3.59097, 0.15085, -0.80724)  -0.181
H (3.18317, 1.60686, 2.02632)  0.128
O (0.23172, -2.23311, -0.79492)  -0.125
H (-2.63652, -2.74007, 0.62274)  0.117
H (1.02656, -4.10198, -0.83317)  0.124
N (1.79425, 1.05645, 0.60070)  -0.056
H (-0.77526, -4.69233, 1.13719)  0.112
H (-0.92251, 2.19947, -1.73436)  0.132
O (4.52189, 1.05537, -0.26066)  -0.131
H (4.14903, -0.75469, -1.05187)  0.127
C (-0.85228, -3.98105, 0.31892)  -0.149
H (0.10570, -0.45079, 1.20873)  0.132
H (2.87540, -0.64988, 1.06742)  0.133
H (-5.73288, 1.38214, 0.32553)  0.098
C (-1.31623, 1.26465, -1.32419)  -0.063
H (-4.17603, 3.30634, 1.46533)  0.119
H (3.46321, 2.74721, -0.80074)  0.124
C (3.88641, 2.26691, 0.09276)  -0.184
H (-4.08052, 0.09210, -1.38323)  0.108
H (-1.60108, -0.03101, 0.97294)  0.135
H (4.66053, 2.90630, 0.51948)  0.125
O (0.80101, 2.74230, -0.58062)  0.071
O (-2.68764, 2.53032, 0.26198)  0.063
C (-3.83125, 0.91509, -0.74490)  -0.032
C (-3.94372, 2.56074, 0.73124)  -0.118
H (-1.62565, -1.46740, -1.09891)  0.141
C (-0.67259, -0.31675, 0.45806)  -0.094
C (2.76457, 2.02061, 1.10343)  -0.126
N (-0.28236, 0.75454, -0.43191)  -0.015
H (-1.36372, -4.45247, -0.52047)  0.115
C (-4.69818, 1.59146, 0.14772)  -0.063
H (2.24590, 2.95467, 1.31730)  0.127
H (1.15704, -3.27121, 0.73975)  0.122
C (2.45711, -0.16886, 0.17603)  -0.125
H (1.75037, -0.83581, -0.31362)  0.100
H (-1.30368, -2.41777, 1.74178)  0.118
H (-1.48114, 0.55066, -2.13664)  0.132
C (-1.55472, -2.68374, 0.71385)  -0.123
C (0.50675, -3.45090, -0.12913)  -0.199
C (0.77638, 1.59412, -0.17875)  -0.479
H (3.15691, 0.57107, -1.72845)  0.134
C (-0.95035, -1.65116, -0.25485)  -0.299
C (-2.61656, 1.53077, -0.64061)  -0.278

---

Entry 3:
Entry from OMol25: an isolated molecule of C4H9NO at a distorted geometry (ωB97M-V/def2-TZVPD).

total charge: 0
2S+1: 1
LUMO level: 0.906 eV
relative energy (zero: lowest compared OMol25 entry of this formula, charge and spin): 28.1 kJ/mol
SMILES string: CC(C)C(N)=O
max |F|: 2.7 eV Å⁻¹
frontier orbital gap: 10.50 eV

Each line ends with the Löwdin charge.
Cartesian coordinates (Å):
C (-0.77508, -1.32734, 0.55088)  -0.081
O (1.34518, 0.56427, 1.45046)  0.055
H (-1.19448, 1.40605, 0.93262)  0.085
H (-1.80059, -1.58972, 0.26744)  0.078
N (2.13816, 0.21793, -0.64319)  0.163
C (-0.27672, -0.13867, -0.27075)  -0.350
C (-1.18248, 1.08377, -0.11363)  -0.080
C (1.18479, 0.26404, 0.29074)  -0.544
H (-0.76295, -1.07428, 1.61586)  0.084
H (3.07793, 0.47913, -0.44114)  0.105
H (-0.83777, 1.92516, -0.72540)  0.080
H (1.70430, -0.01215, -1.57098)  0.127
H (-0.26606, -0.43012, -1.33316)  0.120
H (-0.14555, -2.21191, 0.40373)  0.081
H (-2.20867, 0.84382, -0.41348)  0.078

---

Entry 4:
Entry from OMol25: an isolated molecule of C5H10N2O (ωB97M-V/def2-TZVPD).

total charge: 0
2S+1: 1
LUMO level: 0.822 eV
relative energy (zero: lowest compared OMol25 entry of this formula, charge and spin): 70.2 kJ/mol
SMILES string: C/C(=C\N)C(=O)CN
max |F|: 0.6 eV Å⁻¹
frontier orbital gap: 9.02 eV

Each line ends with the Löwdin charge.
Cartesian coordinates (Å):
N (2.19800, -0.38626, 1.07496)  0.100
C (1.41100, 0.96190, -1.36767)  -0.054
O (-1.37131, 1.14264, -1.63679)  0.052
H (-2.98061, 0.31597, -0.01388)  0.113
C (0.88793, -0.23800, 0.75410)  -0.142
C (-1.98625, 0.06897, 0.38935)  -0.209
H (0.84112, 1.39727, -2.18413)  0.071
H (2.88662, -0.17280, 0.37306)  0.085
H (-1.86677, -1.87593, -0.20498)  0.082
H (2.03539, 1.73915, -0.92735)  0.081
H (-1.85573, 0.61602, 1.32897)  0.118
N (-1.81408, -1.35534, 0.66511)  -0.015
H (0.19055, -0.65258, 1.46433)  0.105
H (2.05693, 0.18187, -1.77322)  0.078
H (2.45798, -1.04797, 1.78389)  0.095
C (0.44668, 0.40182, -0.35380)  -0.237
H (-2.57180, -1.68099, 1.25775)  0.072
C (-0.96567, 0.58425, -0.62969)  -0.396

---

Entry 5:
Entry from OMol25: a structure of composition C2H3NOS (ωB97M-V/def2-TZVPD).

total charge: 0
2S+1: 1
LUMO level: 0.852 eV
relative energy (zero: lowest compared OMol25 entry of this formula, charge and spin): 79.8 kJ/mol
max |F|: 0.9 eV Å⁻¹
frontier orbital gap: 9.35 eV

Each line ends with the Löwdin charge.
Cartesian coordinates (Å):
C (0.04852, -0.52735, -0.90759)  -0.452
H (0.69758, -0.26503, -1.73309)  0.079
H (-0.78441, -1.13045, -1.29710)  0.088
N (0.43008, -0.02871, 1.58091)  -0.251
C (-0.23408, 0.81278, 0.91435)  -0.359
H (-0.58558, 1.71856, 1.36218)  0.128
O (-0.48731, 0.69442, -0.40690)  -0.099
S (0.91519, -1.27422, 0.48724)  0.867